Record 1
The following is a DFT calculation (ωB97M-V/def2-TZVPD) of a molecular structure, C33H21F9N7O7S2Ta.

Output
* F_max: 0.528 eV Å⁻¹
* LUMO energy: -7.424 eV
* highest occupied orbital energy: -13.03 eV
* HOMO-LUMO gap: 5.6 eV

```
! wB97M-V def2-TZVPD RIJCOSX def2/J DEFGRID3
* xyz 2 1
Ta 0.414 0.069 0.066
O -3.543 0.330 1.079
C -2.537 0.192 0.446
N -1.300 0.771 0.782
C -1.343 1.721 1.888
C -0.159 2.614 1.733
C -0.005 3.801 2.428
C 1.120 4.570 2.197
C 2.058 4.133 1.267
C 1.851 2.936 0.623
N 0.759 2.178 0.854
C -2.444 -0.563 -0.837
C -3.521 -1.193 -1.419
C -3.313 -1.876 -2.609
C -2.039 -1.899 -3.159
C -1.010 -1.241 -2.512
N -1.216 -0.571 -1.372
H -2.281 2.278 1.865
H -1.302 1.198 2.849
H -0.766 4.109 3.133
H 1.264 5.502 2.726
H 2.946 4.709 1.051
H 2.568 2.554 -0.088
H -4.485 -1.144 -0.931
H -4.131 -2.388 -3.097
H -1.835 -2.428 -4.079
H -0.001 -1.256 -2.904
F 6.729 -0.794 -0.163
C 5.633 -0.415 0.425
F 5.443 0.885 0.273
F 5.653 -0.711 1.704
S 3.090 -1.094 0.188
O 2.598 0.312 0.163
O 4.586 -1.108 -0.245
N 3.010 -1.654 1.619
S 2.041 -1.088 2.732
O 1.032 -0.149 2.168
O 1.557 -2.095 3.591
C 3.109 0.070 3.702
F 2.393 0.582 4.683
F 3.501 1.045 2.876
F 4.152 -0.572 4.170
O 2.389 -1.801 -0.836
O 0.035 -1.768 0.414
N -1.290 7.801 -7.115
C -0.935 6.903 -6.496
C -0.497 5.777 -5.718
C -0.322 4.537 -6.331
C 0.091 3.451 -5.581
C 0.335 3.622 -4.228
C 0.177 4.851 -3.607
C -0.249 5.933 -4.357
N 0.768 2.493 -3.450
C 1.785 1.623 -3.785
C 1.876 0.729 -2.772
N 0.916 1.040 -1.822
C 0.263 2.109 -2.280
H -0.517 4.429 -7.389
H 0.211 2.480 -6.044
H 0.409 4.969 -2.556
H -0.375 6.903 -3.898
H 2.360 1.739 -4.688
H 2.550 -0.101 -2.647
H -0.566 2.603 -1.799
F -4.561 -7.138 5.694
C -3.537 -7.581 4.958
F -3.997 -8.570 4.176
F -2.637 -8.122 5.793
C -2.916 -6.485 4.130
C -3.517 -5.241 4.031
C -2.929 -4.256 3.257
C -1.739 -4.518 2.578
C -1.143 -5.779 2.680
C -1.732 -6.757 3.455
C -1.115 -3.498 1.794
C -0.555 -2.666 1.132
H -4.437 -5.041 4.563
H -3.386 -3.279 3.181
H -0.218 -5.978 2.157
H -1.272 -7.732 3.545
*
```


Record 2
The following is a DFT calculation (ωB97M-V/def2-TZVPD) of a molecular structure, C33H24AsAuBrF5N6O4S2.

Output
* F_max: 0.553 eV Å⁻¹
* LUMO energy (alpha / beta): -2.479 / -3.863 eV
* expectation value of S²: 2.070
* highest occupied orbital energy (alpha / beta): -6.74 / -6.74 eV
* HOMO-LUMO gap (alpha / beta): 4.3 / 2.9 eV

```
! wB97M-V def2-TZVPD RIJCOSX def2/J DEFGRID3
* xyz 0 3
Au -0.530 -1.615 -0.668
Br 3.978 5.392 0.375
C 4.456 3.827 1.303
C 5.719 3.280 1.110
C 6.073 2.136 1.801
C 5.148 1.520 2.633
C 3.895 2.090 2.846
C 3.548 3.253 2.183
N 5.574 0.342 3.308
N 4.766 -0.548 3.570
C 3.569 -0.826 2.974
C 2.515 -1.209 3.841
C 1.261 -1.436 3.376
C 0.969 -1.367 1.967
O -0.155 -1.664 1.536
C 2.069 -0.985 1.053
N 1.759 -0.848 -0.245
C 2.719 -0.562 -1.104
C 4.067 -0.514 -0.728
C 4.392 -0.659 0.596
C 3.365 -0.815 1.540
H 6.418 3.754 0.436
H 7.055 1.695 1.681
H 3.200 1.638 3.543
H 2.582 3.712 2.346
H 2.729 -1.255 4.902
H 0.445 -1.674 4.045
H 2.419 -0.386 -2.128
H 4.830 -0.362 -1.479
H 5.428 -0.672 0.912
C 0.243 -5.186 -1.875
As -0.761 -4.994 -0.248
C 0.542 -4.940 1.167
C -1.648 -6.684 0.008
S -2.250 -3.502 -0.302
H 0.592 -6.216 -1.943
H 1.083 -4.496 -1.887
H -0.419 -4.961 -2.708
H 1.006 -5.925 1.213
H 0.039 -4.716 2.104
H 1.299 -4.184 0.963
H -0.928 -7.500 -0.007
H -2.380 -6.815 -0.785
H -2.164 -6.661 0.966
F 1.494 -2.490 -3.032
C 0.313 -2.059 -3.552
C -0.717 -1.684 -2.715
C -1.896 -1.312 -3.339
F -2.967 -0.964 -2.613
C -2.038 -1.293 -4.716
F -3.192 -0.935 -5.279
C -0.969 -1.652 -5.518
F -1.086 -1.634 -6.845
C 0.221 -2.041 -4.931
F 1.261 -2.395 -5.693
O -6.447 6.063 3.182
S -6.951 5.025 2.299
O -6.839 3.675 2.819
O -8.204 5.326 1.635
C -5.738 5.075 0.948
N -5.676 6.194 0.206
C -4.748 6.226 -0.733
C -3.866 5.180 -0.968
C -4.017 4.071 -0.162
N -4.944 4.018 0.787
C -3.162 2.853 -0.254
C -2.118 2.714 -1.164
C -1.367 1.555 -1.154
N -1.600 0.545 -0.313
C -2.615 0.671 0.549
C -3.408 1.797 0.617
H -4.697 7.134 -1.328
H -3.117 5.251 -1.745
H -1.879 3.494 -1.873
H -0.544 1.422 -1.850
H -2.783 -0.168 1.214
H -4.220 1.880 1.329
*
```


Record 3
The following is a DFT calculation (ωB97M-V/def2-TZVPD) of 6 unconnected molecules or ions with the total composition C33H24IO11.

Output
* F_max: 8.512 eV Å⁻¹
* LUMO energy: -0.212 eV
* highest occupied orbital energy: -2.52 eV
* HOMO-LUMO gap: 2.3 eV

```
! wB97M-V def2-TZVPD RIJCOSX def2/J DEFGRID3
* xyz -1 1
C 0.885 0.003 -1.851
C 2.023 0.082 -3.029
C 3.409 0.842 -2.592
O 3.556 2.142 -2.321
I 5.245 -0.387 -2.479
H 0.250 -0.991 -1.974
H 0.122 0.890 -1.906
H 2.300 -1.047 -3.297
H 1.659 0.565 -4.037
C 2.803 4.701 -0.778
C 2.626 5.418 -1.892
C 1.868 6.685 -1.875
O 1.705 7.341 -2.894
C 1.315 7.129 -0.580
C 1.491 6.411 0.533
C 2.249 5.144 0.516
O 2.413 4.488 1.536
H 3.355 3.769 -0.774
H 3.026 5.107 -2.849
H 0.763 8.060 -0.585
H 1.091 6.723 1.491
C 7.235 0.943 1.689
C 7.736 2.168 1.871
C 6.881 3.288 2.311
O 7.338 4.411 2.476
C 5.451 3.001 2.544
C 4.950 1.775 2.362
C 5.805 0.655 1.922
O 5.348 -0.467 1.758
H 7.848 0.110 1.366
H 8.782 2.395 1.705
H 4.838 3.833 2.867
H 3.904 1.549 2.528
C -2.580 -2.551 -1.447
C -3.617 -2.824 -0.650
C -4.818 -1.966 -0.633
O -5.767 -2.214 0.097
C -4.828 -0.795 -1.533
C -3.791 -0.522 -2.330
C -2.590 -1.380 -2.346
O -1.641 -1.132 -3.077
H -1.691 -3.170 -1.470
H -3.625 -3.680 0.015
H -5.717 -0.176 -1.509
H -3.783 0.334 -2.995
C -4.023 0.330 1.992
C -4.928 1.072 2.637
C -4.519 2.151 3.558
O -5.347 2.830 4.150
C -3.071 2.379 3.737
C -2.166 1.637 3.092
C -2.575 0.558 2.172
O -1.747 -0.120 1.579
H -4.306 -0.465 1.314
H -5.993 0.918 2.516
H -2.788 3.175 4.415
H -1.100 1.792 3.214
C -1.880 -8.772 -1.283
C -1.379 -7.547 -1.101
C -2.234 -6.427 -0.661
O -1.777 -5.304 -0.496
C -3.663 -6.714 -0.428
C -4.165 -7.940 -0.610
C -3.309 -9.059 -1.050
O -3.767 -10.182 -1.214
H -1.267 -9.604 -1.606
H -0.332 -7.320 -1.267
H -4.277 -5.882 -0.105
H -5.211 -8.166 -0.444
*
```


Among the records above, which one has the lowest F_max? C33H21F9N7O7S2Ta